1.
ORCA calculation (ωB97M-V with the def2-TZVPD basis set) on a gas-phase ion, C8H14N3O (charge +1) in a non-equilibrium geometry.

```
! RIJCOSX wB97M-V def2-TZVPD def2/J DEFGRID3
* xyz 1 1
C -2.4863 0.0126 -0.4379
C -0.2129 -1.2876 1.1122
C -1.2018 -2.0699 0.1299
C 0.7225 1.6260 -0.7748
C -0.5164 1.3151 0.1487
C 0.2954 -0.0215 0.4980
C -0.9384 2.2589 1.3155
C 1.8065 -0.4885 -1.5785
N -2.4353 -1.3157 -0.1209
N -1.3572 0.6677 -0.8449
N 1.3766 0.3598 -0.3741
O -3.5132 0.6567 -0.3367
H -0.7026 -1.1495 1.9882
H 0.5404 -1.9407 1.2420
H -0.8840 -2.3962 -0.8808
H -1.3474 -3.1064 0.5304
H 0.3697 1.6387 -1.7574
H 1.2717 2.4945 -0.6205
H -1.6981 1.6679 1.8650
H -1.3356 3.0825 0.8142
H -0.1342 2.6579 1.8259
H 1.5833 0.0846 -2.4969
H 2.8993 -0.7266 -1.5769
H 1.2191 -1.3562 -1.4778
H -3.3760 -1.5695 0.0393
H 2.2954 0.3567 0.0498
*
```

Properties
- E_LUMO (alpha / beta) (eV) = -4.78 / -4.69
- HOMO energy (alpha / beta) (eV) = -13.10 / -12.81
- largest force on an atom (Eh/bohr) = 0.106
- orbital gap (alpha / beta) (eV) = 8.318 / 8.114


2.
ORCA calculation (ωB97M-V with the def2-TZVPD basis set) on a molecular structure, C23H24AsCl3GeIN2O2Ti.

```
! RIJCOSX wB97M-V def2-TZVPD def2/J DEFGRID3
* xyz 3 1
Ti -0.0774 -1.4408 0.7167
C -2.3201 1.4784 4.8589
C -1.4639 1.9870 3.6939
C -1.1224 0.9316 2.7633
N -0.8701 0.0713 2.0379
H -2.5799 2.3278 5.4844
H -1.7729 0.7603 5.4643
H -3.2408 1.0231 4.5025
H -0.5196 2.4182 4.0389
H -1.9838 2.7568 3.1146
Cl 0.7873 -3.1165 -0.5095
Ge 1.9148 -2.5972 1.9361
Cl 3.8785 -2.0012 1.4992
Cl 1.9238 -4.5641 2.6735
N -1.9840 -4.7747 1.6986
C -1.9259 -3.5525 2.1624
O -1.4155 -2.6233 1.4510
C -2.4802 -3.2310 3.5037
I -0.9161 -2.6000 4.8110
H -1.5965 -4.9980 0.7886
H -2.4000 -5.5270 2.2354
H -2.9576 -4.0896 3.9681
H -3.1856 -2.4043 3.4217
O 1.0598 -0.2055 0.1763
As 0.9262 0.6391 -1.3949
C 0.2730 2.3494 -0.9303
C 1.0360 3.1508 -0.0778
C 0.6044 4.4381 0.1936
C -0.5626 4.9200 -0.3923
C -1.3078 4.1232 -1.2488
C -0.8948 2.8268 -1.5244
C 2.6075 0.6014 -2.2280
C 2.6888 0.7814 -3.6109
C 3.9452 0.8856 -4.1913
C 5.0841 0.8163 -3.4008
C 4.9894 0.6443 -2.0256
C 3.7459 0.5380 -1.4219
C -0.4807 -0.4606 -2.0769
C -1.5871 -0.5776 -1.2073
C -2.5719 -1.5258 -1.4857
C -2.4407 -2.3570 -2.5924
C -1.3431 -2.2355 -3.4315
C -0.3469 -1.2939 -3.1714
H 1.9639 2.7884 0.3548
H 1.1882 5.0770 0.8409
H -0.8832 5.9326 -0.1901
H -2.2019 4.5131 -1.7135
H -1.4706 2.2145 -2.2103
H 1.8030 0.8695 -4.2302
H 4.0334 1.0268 -5.2590
H 6.0583 0.9024 -3.8618
H 5.8858 0.5949 -1.4243
H 3.6704 0.3931 -0.3492
H -1.7788 0.1950 -0.4538
H -3.4507 -1.5888 -0.8559
H -3.2073 -3.0852 -2.8147
H -1.2532 -2.8788 -4.2949
H 0.5255 -1.2475 -3.8111
*
```

Properties
- E_LUMO (eV) = -10.68
- HOMO energy (eV) = -17.22
- largest force on an atom (Eh/bohr) = 0.016
- orbital gap (eV) = 6.538


3.
ORCA calculation (ωB97M-V with the def2-TZVPD basis set) on a molecular structure, C26H36IrN9 in a non-equilibrium geometry.

```
! RIJCOSX wB97M-V def2-TZVPD def2/J DEFGRID3
* xyz 3 2
Ir 0.0733 -0.3015 -0.1036
N 1.6786 1.2112 0.8485
C 2.4861 1.8874 -0.1773
C 2.9703 0.8486 -1.1626
N 1.7735 0.1098 -1.6233
C 2.0299 -1.1306 -2.3428
C 0.6982 -1.6546 -2.7744
N -0.1652 -1.7894 -1.5691
H 2.2691 0.7046 1.5063
H 1.1711 1.8981 1.4006
H 1.8373 2.6024 -0.6906
H 3.3150 2.4524 0.2499
H 3.4953 1.3151 -1.9989
H 3.6765 0.1541 -0.7107
H 1.3057 0.7560 -2.2572
H 2.7009 -0.9822 -3.1923
H 2.5134 -1.8319 -1.6598
H 0.2157 -0.9688 -3.4741
H 0.8106 -2.6069 -3.2937
H -1.1413 -1.9173 -1.8352
H 0.1057 -2.6292 -1.0535
N -1.8529 -8.5485 5.8656
C -1.6472 -7.6286 5.1933
C -1.3971 -6.5179 4.3852
C -1.8720 -5.2282 4.7876
C -1.6214 -4.1519 3.9925
C -0.8800 -4.3059 2.7888
C -0.4098 -5.5895 2.3944
C -0.6644 -6.6815 3.1661
C -0.5900 -3.1187 1.9532
C -1.6717 -2.4019 1.4617
C -3.0389 -2.6755 1.6429
C -3.7594 -1.6701 1.0178
C -2.8209 -0.8205 0.4621
N -1.5618 -1.2473 0.6842
C 0.7439 -2.7831 1.7413
C 1.8668 -3.4257 2.2862
C 2.9937 -2.7652 1.8216
C 2.5189 -1.7442 1.0179
N 1.1727 -1.7221 0.9541
H -2.4166 -5.1274 5.7166
H -1.9560 -3.1671 4.2886
H 0.1328 -5.6970 1.4652
H -0.3235 -7.6667 2.8785
H -3.4385 -3.5239 2.1740
H -4.8280 -1.5518 0.9609
H -3.0397 0.0797 -0.0836
H 1.8389 -4.2645 2.9622
H 4.0288 -2.9771 2.0272
H 3.1261 -1.0379 0.4786
N -0.9907 1.0246 -1.4642
H -1.9635 1.1315 -1.1908
H -0.9978 0.7255 -2.4374
H -0.6236 1.9752 -1.4389
N -1.1003 1.6056 1.2630
C -1.6779 2.4438 1.8367
N -2.3281 3.3618 2.4748
C -1.6479 4.3356 3.3581
C -2.0677 5.7480 2.9813
C -3.5888 5.8818 2.9936
C -4.2280 4.8575 2.0585
C -3.8043 3.4455 2.4340
H -0.5723 4.1848 3.2768
H -1.9497 4.1044 4.3832
H -1.6821 5.9882 1.9864
H -1.6098 6.4432 3.6854
H -3.8749 6.8882 2.6909
H -3.9657 5.7410 4.0110
H -3.9316 5.0630 1.0259
H -5.3159 4.9147 2.1036
H -4.1737 2.7004 1.7302
H -4.1710 3.1857 3.4309
*
```

Properties
- E_LUMO (alpha / beta) (eV) = -9.57 / -12.61
- <S²> = 0.832
- HOMO energy (alpha / beta) (eV) = -16.20 / -16.10
- largest force on an atom (Eh/bohr) = 0.093
- orbital gap (alpha / beta) (eV) = 6.631 / 3.488


4.
ORCA calculation (ωB97M-V with the def2-TZVPD basis set) on 11 unconnected molecules or ions with the total composition H22O11 in a non-equilibrium geometry.

```
! RIJCOSX wB97M-V def2-TZVPD def2/J DEFGRID3
* xyz 0 1
O 2.1583 1.2374 2.0594
H 2.9162 1.1856 1.5189
H 2.4512 1.3340 3.0644
O -1.1104 3.5765 -0.9628
H -0.2866 3.1566 -0.8251
H -0.9383 4.0062 -1.8464
O -0.4102 -2.3420 2.1726
H -0.1913 -1.4011 2.0123
H 0.1959 -2.2714 2.9752
O -2.1093 0.0733 -2.6435
H -2.4330 -0.7023 -2.5001
H -1.6110 0.1499 -3.4810
O 0.0090 -0.0284 0.2371
H -0.9862 -0.0997 0.0710
H 0.1845 0.8574 0.0803
O 2.5216 0.0958 -1.5575
H 2.3797 -0.8126 -1.3817
H 3.5229 0.1911 -1.9155
O -4.1506 -2.1430 -0.0313
H -4.8591 -2.3330 0.4567
H -3.5481 -1.4826 0.4654
O 2.5600 -1.6390 1.1995
H 2.3703 -0.7198 1.3395
H 2.2260 -2.0642 2.0299
O 1.2303 -1.9739 -1.3395
H 0.7498 -1.1742 -1.2804
H 1.5094 -1.8337 -0.3664
O 0.9241 2.0462 -0.4821
H 1.4812 1.5160 -0.9060
H 1.3548 2.1320 0.3672
O -2.7442 0.1293 0.4404
H -3.0886 0.8339 -0.1258
H -2.2781 0.4997 1.1551
*
```

Properties
- E_LUMO (eV) = -0.33
- HOMO energy (eV) = -10.55
- largest force on an atom (Eh/bohr) = 0.178
- structure (SMILES) = O.O.O.O.O.O.O.O.O.O.O
- orbital gap (eV) = 10.223


Short version: relative energy (zero: lowest compared OMol25 entry of this formula, charge and spin) = 119.7 34.7 27.9 92.7 kcal/mol, in the order given.